1.
The following is a DFT calculation (ωB97M-V/def2-TZVPD) of a molecular structure, C4H11NO.

Output
Gap between HOMO and LUMO (spin up / spin down), eV: 4.580 / 7.047

The geometry in ORCA input format:
```
! RIJCOSX wB97M-V def2-TZVPD def2/J DEFGRID3
* xyz -1 2
C 1.54 -0.81 -1.18
C 0.39 -0.58 -0.18
C 0.00 0.87 -0.16
C -1.01 1.26 0.94
O -0.22 0.76 2.55
N -0.73 -1.49 -0.41
H 2.29 -0.04 -1.03
H 1.12 -0.74 -2.20
H 1.93 -1.82 -1.06
H 0.82 -0.86 0.78
H 0.87 1.51 0.06
H -0.37 1.27 -1.12
H -0.96 2.32 1.14
H -2.03 1.04 0.53
H -1.06 0.23 1.77
H -1.50 -1.07 -0.91
H -1.08 -1.83 0.47
*
```

---

2.
The following is a DFT calculation (ωB97M-V/def2-TZVPD) of 2 unconnected molecules or ions with the total composition C4H11NO.

Output
Gap between HOMO and LUMO (spin up / spin down), eV: 2.819 / 8.028

The geometry in ORCA input format:
```
! RIJCOSX wB97M-V def2-TZVPD def2/J DEFGRID3
* xyz -1 2
C 0.20 -1.39 1.98
C 0.06 -0.08 1.20
C 0.43 0.04 -0.09
N 0.16 1.10 -0.94
C -0.33 2.32 -0.38
H -0.41 -2.14 1.48
H 1.23 -1.76 1.96
H -0.20 -1.19 2.96
H -0.30 0.83 1.67
H 0.54 -0.82 -0.77
H 0.40 1.08 -1.91
H -1.24 2.17 0.20
H 0.31 2.85 0.35
H -0.81 2.92 -1.16
H 0.38 -2.33 -1.54
H -0.66 -1.65 -2.59
O 0.25 -1.96 -2.43
*
```

---

Of them, the most stable is 2 and the least stable is 1.

---

1.
The following is a DFT calculation (ωB97M-V/def2-TZVPD) of a molecular structure, CaI.

Output
Gap between HOMO and LUMO, eV: 4.479

The geometry in ORCA input format:
```
! RIJCOSX wB97M-V def2-TZVPD def2/J DEFGRID3
* xyz 1 1
Ca 1.86 0.65 -0.53
I -1.86 -0.65 0.53
*
```

---

2.
The following is a DFT calculation (ωB97M-V/def2-TZVPD) of a molecular structure, CaI.

Output
Gap between HOMO and LUMO, eV: 6.483

The geometry in ORCA input format:
```
! RIJCOSX wB97M-V def2-TZVPD def2/J DEFGRID3
* xyz 1 1
Ca 2.36 6.93 -5.57
I 1.24 5.95 -3.03
*
```

---

Of them, the most stable is 2 and the least stable is 1.

---

1.
The following is a DFT calculation (ωB97M-V/def2-TZVPD) of 2 unconnected molecules or ions with the total composition C14H20N2O4.

Output
Gap between HOMO and LUMO, eV: 9.791
SMILES: CNC(=O)[C@H](Cc1ccccc1)NC(C)=O.O=CCO

The geometry in ORCA input format:
```
! RIJCOSX wB97M-V def2-TZVPD def2/J DEFGRID3
* xyz 0 1
O 1.60 -2.29 0.11
O -2.03 3.50 3.22
O 3.32 1.58 -2.03
O -2.51 0.22 4.63
C 2.13 -1.26 0.49
C -2.52 2.58 3.87
C 2.53 0.76 -2.48
C -3.06 -1.43 0.32
C -2.08 -0.85 1.14
C -2.99 -1.26 -1.07
C -1.03 -0.11 0.58
C -1.93 -0.54 -1.64
C -0.94 0.04 -0.82
N 2.51 0.51 -3.79
N 2.14 -0.13 -0.21
C 2.85 -1.23 1.82
C -1.70 1.34 4.20
C 1.67 -0.46 -4.50
C 0.21 0.81 -1.44
C 1.54 0.04 -1.54
H -3.11 -0.08 3.93
H -3.54 2.67 4.23
H -3.86 -2.01 0.76
H -2.11 -1.01 2.21
H -3.74 -1.71 -1.71
H -0.27 0.32 1.21
H -1.87 -0.43 -2.72
H 3.18 1.04 -4.33
H 2.66 0.65 0.15
H 2.37 -0.51 2.47
H 2.79 -2.22 2.27
H 3.89 -0.96 1.67
H -0.99 1.59 5.00
H -1.11 1.05 3.32
H 1.90 -0.43 -5.57
H 0.62 -0.23 -4.36
H 1.87 -1.47 -4.13
H -0.09 1.12 -2.44
H 0.38 1.73 -0.86
H 1.33 -0.95 -1.96
*
```

---

2.
The following is a DFT calculation (ωB97M-V/def2-TZVPD) of C14H20N2O4 in the gas phase.

Output
Gap between HOMO and LUMO, eV: 8.704
SMILES: CC(C)[C@H](NC(=O)[C@@H](N)Cc1ccc(O)cc1)C(=O)O

The geometry in ORCA input format:
```
! RIJCOSX wB97M-V def2-TZVPD def2/J DEFGRID3
* xyz 0 1
C 0.14 -2.09 -0.22
C 0.68 -1.32 1.06
C -1.37 -2.31 -0.22
C -2.24 -1.19 -0.12
C -1.80 0.11 -0.30
C -3.59 -1.44 -0.14
C -2.72 1.17 -0.42
C -4.52 -0.42 -0.14
C -4.15 0.95 -0.21
C 1.90 0.41 -0.29
C 2.78 -0.29 -1.25
C 2.42 1.87 0.08
C 1.16 2.78 0.27
C 3.18 1.94 1.49
H 2.01 -3.23 -0.34
H 0.90 -3.78 1.04
H 0.55 -1.82 -1.19
H -1.55 -2.76 -1.19
H -1.47 -2.93 0.65
H -0.81 0.31 -0.57
H -4.02 -2.44 -0.36
H -2.37 2.19 -0.50
H -5.59 -0.74 -0.38
H -5.46 2.73 -0.17
H 1.54 0.11 1.82
H 0.86 0.47 -0.80
H 3.03 2.22 -0.71
H 1.24 3.66 -0.42
H 1.09 3.03 1.28
H 0.27 2.32 -0.07
H 3.84 2.81 1.64
H 2.32 1.96 2.23
H 3.71 0.96 1.43
H 3.95 -0.41 -2.48
N 0.96 -3.38 0.07
N 1.66 -0.44 0.92
O 0.30 -1.67 2.16
O -5.20 1.82 -0.41
O 2.77 -1.54 -1.22
O 3.60 0.38 -1.99
*
```

---

Of them, the most stable is 1 and the least stable is 2.

---

1.
The following is a DFT calculation (ωB97M-V/def2-TZVPD) of a gas-phase ion, C2H6NO (charge -1).

Output
Gap between HOMO and LUMO, eV: 6.762
SMILES: NCC[O-]

The geometry in ORCA input format:
```
! RIJCOSX wB97M-V def2-TZVPD def2/J DEFGRID3
* xyz -1 1
C -0.09 -0.50 1.13
O 0.61 -1.44 1.64
C 0.10 -0.26 -0.45
N 0.35 1.07 -1.04
H -1.14 -0.89 1.17
H 0.09 0.54 1.49
H 0.96 -0.91 -0.73
H -0.86 -0.74 -0.96
H -0.17 1.28 -1.87
H 0.15 1.84 -0.38
*
```

---

2.
The following is a DFT calculation (ωB97M-V/def2-TZVPD) of a gas-phase ion, C2H6NO (charge -1).

Output
Gap between HOMO and LUMO, eV: 6.957
SMILES: NCC[O-]

The geometry in ORCA input format:
```
! RIJCOSX wB97M-V def2-TZVPD def2/J DEFGRID3
* xyz -1 1
C -0.24 -0.06 0.93
O -1.48 0.43 1.01
C 0.21 -0.60 -0.66
N 1.15 0.29 -1.15
H -0.04 -0.99 1.58
H 0.65 0.65 1.08
H -0.67 -0.70 -1.38
H 0.83 -1.44 -0.51
H 1.55 0.71 -0.32
H 1.65 0.32 -2.07
*
```

---

Of them, the most stable is 1 and the least stable is 2.

---

1.
The following is a DFT calculation (ωB97M-V/def2-TZVPD) of a molecular structure, C2H2InO6.

Output
Gap between HOMO and LUMO, eV: 4.970

The geometry in ORCA input format:
```
! RIJCOSX wB97M-V def2-TZVPD def2/J DEFGRID3
* xyz 1 1
In 1.75 1.37 0.88
O -2.08 0.03 0.67
C -1.13 0.96 0.77
O -1.36 2.19 0.71
O 0.06 0.62 0.87
H -2.88 0.54 0.51
O 1.39 -1.86 -1.64
C 0.86 -1.14 -0.67
O -0.15 -1.48 -0.08
O 1.43 -0.02 -0.41
H 2.11 -1.22 -1.62
*
```

---

2.
The following is a DFT calculation (ωB97M-V/def2-TZVPD) of a molecular structure, C2H2InO6.

Output
Gap between HOMO and LUMO, eV: 1.822

The geometry in ORCA input format:
```
! RIJCOSX wB97M-V def2-TZVPD def2/J DEFGRID3
* xyz 1 1
In -3.65 2.88 2.17
O -1.94 -0.68 -5.39
C -1.53 -0.19 -4.20
O -2.39 0.00 -3.30
O -0.32 -0.15 -4.05
H -1.03 -0.51 -5.66
O 2.74 -1.08 4.55
C 2.18 -0.11 3.79
O 1.50 0.78 4.27
O 2.18 -0.22 2.53
H 2.25 -0.72 5.29
*
```

---

Of them, the most stable is 1 and the least stable is 2.

---

1.
The following is a DFT calculation (ωB97M-V/def2-TZVPD) of 2 unconnected molecules or ions with the total composition CH5S3.

Output
Gap between HOMO and LUMO, eV: 6.354

The geometry in ORCA input format:
```
! RIJCOSX wB97M-V def2-TZVPD def2/J DEFGRID3
* xyz -1 1
S 2.11 1.29 -0.26
H 2.14 2.45 0.38
C -0.20 -2.11 -0.56
S -1.29 -0.64 -0.65
S -0.84 0.36 1.16
H 0.72 -1.91 -1.12
H -0.71 -2.98 -0.98
H 0.04 -2.29 0.48
H 1.06 0.65 0.56
*
```

---

2.
The following is a DFT calculation (ωB97M-V/def2-TZVPD) of a gas-phase ion, CH5S3 (charge -1).

Output
Gap between HOMO and LUMO, eV: 6.597

The geometry in ORCA input format:
```
! RIJCOSX wB97M-V def2-TZVPD def2/J DEFGRID3
* xyz -1 1
C 1.28 1.47 -0.10
S 1.28 0.34 1.32
S -0.45 -1.14 0.14
H 1.57 0.94 -1.01
H 2.00 2.28 0.07
H 0.30 1.91 -0.26
H -1.23 -0.68 1.12
S -2.28 -1.97 -0.95
H -2.47 -3.15 -0.33
*
```

---

Of them, the most stable is 1 and the least stable is 2.